1.
ORCA calculation (the ωB97M-V functional and the def2-TZVPD basis) on an isolated molecule of C5H11NO in a non-equilibrium geometry.

Each line ends with the Löwdin charge.
Cartesian coordinates (Å):
C -0.85258 -1.58848 -1.33237  -0.07
C -0.88877 -0.04148 -1.15549  -0.22
N -0.45578 0.49087 0.13033  -0.12
C -1.43668 0.43903 1.21653  -0.04
C 0.86482 0.36118 0.51206  -0.51
C 1.86788 0.06372 -0.58114  0.00
O 1.23805 0.54400 1.65404  0.05
H -0.27618 -2.09531 -0.55611  0.08
H -1.85606 -1.98641 -1.44324  0.06
H -0.27354 -1.80123 -2.22866  0.06
H -1.92016 0.25910 -1.22864  0.10
H -0.33338 0.41491 -1.97335  0.11
H -0.92363 0.23179 2.15513  0.08
H -2.16755 -0.34136 1.02380  0.09
H -1.88176 1.42540 1.37306  0.09
H 1.77820 -0.96523 -0.94926  0.08
H 1.83894 0.78042 -1.39763  0.09
H 2.85711 0.02731 -0.13996  0.08

Computed properties:
ΔE to the lowest compared entry with this formula, charge and spin, eV: 0.704
SMILES: CCN(C)C(C)=O
Molecular weight, g/mol: 101.15
HOMO-LUMO gap, eV: 10.2
Energy, eV: -8900.993

=====

2.
ORCA calculation (the ωB97M-V functional and the def2-TZVPD basis) on an isolated molecule of C5H11NO in a non-equilibrium geometry.

Each line ends with the Löwdin charge.
Cartesian coordinates (Å):
C -0.00417 2.11576 -0.73735  -0.07
C -1.08993 1.01993 -0.79936  -0.16
C -0.92773 0.11557 0.41045  -0.49
O -1.53154 0.35951 1.44258  0.04
N -0.01653 -0.90538 0.36743  -0.16
C 0.29646 -1.60174 1.62497  -0.03
C 0.96218 -1.12644 -0.67548  -0.07
H 0.95451 1.64937 -0.50596  0.06
H 0.11070 2.60896 -1.69977  0.07
H -0.31668 2.79844 0.04523  0.08
H -1.19530 0.43478 -1.71536  0.10
H -2.05490 1.50620 -0.66519  0.11
H 0.41343 -2.65516 1.39265  0.08
H 1.23117 -1.16767 1.99031  0.10
H -0.49825 -1.49071 2.35097  0.08
H 1.87522 -0.53922 -0.52528  0.09
H 1.27103 -2.17086 -0.64614  0.08
H 0.52034 -0.95137 -1.65471  0.09

Computed properties:
ΔE to the lowest compared entry with this formula, charge and spin, eV: 0.638
SMILES: CCC(=O)N(C)C
Molecular weight, g/mol: 101.15
HOMO-LUMO gap, eV: 10.0
Energy, eV: -8901.060

=====

> Number 2 is which compound?

C5H11NO

=====

> The lowest energy belongs to which entry?

number 2

=====

> Number 1 is which compound?

C5H11NO

=====

> Which formula does entry 2 have?

C5H11NO